Record 1
{"formula": "C27H90BrF9N2O36S5", "method": "wB97M-V/def2-TZVPD", "e_homo_ha": -0.3004, "spin_multiplicity": 1, "homo_lumo_gap_ev": 7.26, "symbols": ["C", "O", "H", "H", "H", "O", "C", "H", "F", "H", "H", "H", "H", "O", "H", "C", "H", "H", "H", "H", "F", "O", "H", "H", "H", "H", "F", "F", "O", "H", "O", "H", "H", "H", "C", "F", "H", "H", "H", "O", "N", "H", "H", "H", "H", "N", "H", "O", "H", "H", "O", "O", "C", "H", "H", "F", "H", "H", "C", "H", "H", "O", "C", "H", "H", "H", "H", "H", "H", "C", "H", "H", "H", "H", "H", "H", "O", "O", "C", "O", "C", "C", "C", "H", "H", "H", "O", "H", "S", "H", "H", "H", "F", "C", "O", "H", "C", "H", "H", "O", "H", "O", "C", "C", "H", "C", "H", "H", "O", "H", "H", "C", "H", "O", "S", "S", "O", "C", "C", "H", "O", "H", "H", "H", "H", "H", "C", "H", "C", "H", "F", "O", "H", "C", "O", "O", "H", "H", "O", "O", "H", "H", "H", "O", "F", "H", "O", "O", "O", "S", "O", "C", "H", "Br", "O", "H", "H", "H", "H", "H", "C", "O", "O", "H", "C", "H", "S", "C", "O", "H"], "xyz": [[-1.072498, 1.947756, -0.862001], [-2.860373, 2.371930, -5.836020], [-1.925139, -1.262779, 2.747364], [-8.906902, 4.991656, -2.797878], [-3.243772, 1.282727, -2.006313], [-1.021244, -2.040116, 4.731815], [-2.939959, -1.104512, 2.458893], [-9.296626, 1.129680, -2.703008], [0.807712, -1.739296, -2.001400], [0.045430, 4.326273, -0.709173], [-1.654967, -2.679726, -3.156077], [8.716862, 0.175123, -7.279142], [-7.645169, 2.246812, -1.217784], [8.536290, 1.037619, -6.894764], [-3.432916, -0.483300, 4.383346], [-3.215080, -2.014422, -1.948505], [3.914348, -3.069140, 3.248782], [4.700855, 7.013830, 1.507611], [-2.691617, 1.879850, 6.250329], [4.529254, -3.280092, 4.622170], [4.743189, -2.919294, -2.276023], [-8.586528, 0.313941, 2.401876], [-2.311433, -4.975318, -2.984925], [7.581332, -5.298637, -1.810800], [3.294072, -5.446297, 1.539341], [-5.802994, -3.819275, -3.753128], [2.277282, -2.372251, -3.399440], [3.819338, -0.679065, -1.022764], [-8.329102, -2.654705, -0.193236], [1.775913, -0.659625, 1.304874], [5.922942, 0.031330, -5.262203], [-6.535738, -0.611402, 1.541795], [1.729383, 3.177177, -7.854683], [1.220950, -3.147086, 3.503129], [-3.807421, -0.672915, 3.401723], [1.656212, -4.028005, -1.342113], [0.798935, 3.440987, -1.818447], [-7.639464, -2.056113, -0.502512], [-1.152088, -6.059336, -4.600349], [2.606260, -8.167577, -2.585114], [-5.077324, -1.369431, -0.480036], [-0.419699, -0.004325, -4.607778], [-8.148750, 6.270487, -2.473391], [-4.813364, -3.930837, 4.076087], [-9.304536, -0.247118, 2.710243], [0.750551, 3.605203, -0.819685], [-8.495434, -0.083233, -3.149745], [-3.147066, 1.909110, 5.402645], [7.740916, 7.502985, 5.003990], [5.049499, -0.097383, 4.166322], [-0.613166, 2.010640, 2.377527], [-8.814159, 5.672377, -2.122130], [-2.507388, -2.960880, -2.577517], [3.687024, 2.293860, -6.977760], [-3.674635, 2.258900, -6.334702], [3.710492, -4.774148, -2.340001], [3.337294, 1.027624, 0.679509], [4.380260, 2.097094, 2.035164], [2.567874, -3.059179, -1.216581], [5.473395, 3.457498, -5.114902], [2.904752, -1.015247, 7.946019], [3.258171, -5.283897, 2.486991], [2.260708, 2.108857, 2.090586], [5.861392, 2.035297, -5.495594], [1.221812, -6.487587, 0.526948], [6.101729, -0.833529, -5.646832], [-2.611992, -1.658007, 0.507825], [2.218644, 2.251062, 8.092360], [-2.588924, 1.729830, 0.671357], [1.367737, 1.313561, -0.188796], [-4.288680, -5.614364, -1.646296], [-2.963148, -0.973014, -2.010150], [2.719872, -8.616595, -1.741561], [2.838221, 2.079211, 9.459718], [3.930130, 4.920246, 0.084738], [4.250528, 0.925756, -6.666689], [3.793163, -2.841492, 4.179408], [-5.024193, -3.168679, 4.624328], [-5.276240, -0.227911, -1.199478], [7.182927, 7.285275, 4.251414], [2.106531, -1.908620, -2.160729], [-2.407151, 2.296486, -0.222598], [0.249796, 2.408305, -0.144276], [3.944556, 5.775523, 3.582516], [3.397032, -0.245509, 4.596996], [-8.532284, 3.435974, -0.863043], [2.099485, 2.502298, 9.015784], [3.726524, 3.506488, 2.824344], [0.006871, 2.999246, 1.579144], [-5.814533, -3.432277, 5.105718], [0.806898, 3.891363, -6.880752], [3.504424, 7.836772, 1.043374], [3.620724, -0.399779, -3.114924], [-3.528277, 2.017012, -1.266056], [2.948265, 2.026729, -2.127867], [-3.722690, 2.952801, -1.758025], [-4.614750, -1.133367, 0.867283], [-1.046033, 2.437484, -1.820572], [3.772207, -0.141012, 2.911163], [-0.422172, 7.412078, 0.967645], [-2.605208, 2.490607, 4.858969], [0.388510, -3.152761, 3.005273], [-4.656030, -3.625656, -1.102174], [-3.345374, -1.321771, 1.210461], [-0.755886, 8.006684, 1.645051], [-3.961031, -4.598790, -1.737009], [2.384889, -4.887232, 2.628869], [-8.478624, -3.245284, -0.938665], [-8.471287, 2.681596, -1.458713], [6.500811, -4.716348, -0.906568], [-0.419343, 0.237809, -6.105129], [2.565810, 1.778094, 0.650767], [4.852753, 2.119787, 4.386296], [1.552191, 4.042597, -7.470006], [0.744923, -0.220549, 0.570725], [1.976589, 1.024787, -1.863859], [4.636094, 5.224555, 3.968164], [3.908275, 1.738433, 4.042914], [4.060506, 0.223259, 3.889782], [7.786359, 0.890170, -6.309514], [7.378705, -5.107224, -0.890215], [2.986055, 2.668644, 0.212612], [3.071019, -7.333468, -2.476492], [4.876749, 4.391508, -0.986809], [5.172078, -0.118770, -4.677638], [-2.485669, 3.355543, -0.049557], [-5.499961, -0.742877, 1.793039], [-2.358529, 1.566694, -6.010129], [-5.088922, -0.508228, 3.039824], [-1.099758, 0.886531, -1.079422], [4.542615, -4.150594, -0.493315], [-9.304517, 0.402108, -3.339913], [-1.835461, -5.277939, -5.706847], [2.928991, -0.578787, -2.002481], [0.727364, -6.688454, -0.273976], [2.338538, -0.281086, 8.201528], [-0.437458, 6.542765, 1.385803], [1.499570, -0.485720, 7.792388], [0.954559, 1.031936, -2.855383], [2.452718, -5.004505, 5.850738], [3.044058, -4.496680, 5.283665], [-8.940206, 1.205991, 2.465426], [-1.838388, -2.287967, 5.179286], [-0.928662, -0.182474, -5.403775], [2.535800, -2.714829, 0.064951], [-6.397988, -2.431718, -3.912276], [-0.643481, 4.251360, 1.537978], [4.801278, 4.521482, -0.036727], [3.510664, 1.353556, -7.106899], [-5.797807, -0.267584, -2.735077], [5.782715, 2.927301, -5.856002], [-2.888100, -4.241737, -2.458396], [0.572084, -2.622529, 2.221464], [2.603629, 2.143575, 5.426946], [1.444551, 3.288626, 2.185387], [1.227058, -6.271042, -0.979468], [-5.793736, -0.173410, 3.775676], [1.817255, 1.308198, 2.665682], [-5.525428, -3.863898, -0.517702], [7.564821, 7.777815, 3.519294], [-4.282265, -2.341475, -1.201456], [-6.532734, -3.352477, -4.173620], [3.776426, 6.937144, 1.249218], [2.255897, -5.798669, 5.344556], [3.948204, -3.704027, -1.584848], [-0.812601, -2.805310, 4.181544], [-5.035570, 1.402107, -0.488973], [3.630181, 2.442625, 2.737322], [-1.998586, -5.952845, -5.039820], [5.284384, 5.856042, 4.300644]], "forces_ev_per_a": [[-0.15, -0.04, 0.93], [0.12, 0.00, -0.10], [0.57, -0.03, 0.03], [0.01, -0.10, 0.07], [0.18, -0.11, -0.32], [-0.52, -0.09, 0.70], [1.80, 0.16, 1.61], [0.02, 0.03, -0.03], [-0.61, 0.29, 0.26], [0.07, 0.24, 0.16], [0.44, 0.05, -0.38], [0.07, 0.02, -0.06], [0.14, -0.02, -0.06], [-0.01, -0.14, 0.03], [-0.13, 0.17, 0.51], [0.44, 2.59, 0.18], [0.09, -0.17, 0.09], [0.06, -0.16, -0.08], [-0.01, 0.00, -0.02], [0.11, 0.13, -0.04], [0.47, 0.65, 0.15], [-0.03, 0.06, 0.08], [-0.01, -0.39, -0.10], [0.07, -0.03, 0.00], [0.12, -0.07, -0.02], [0.03, 0.00, 0.00], [0.30, -0.25, -0.71], [0.26, -0.06, 0.93], [0.13, -0.06, -0.01], [0.38, 0.57, -0.13], [-0.18, -0.14, -0.01], [-0.36, 0.04, -0.12], [-0.01, 0.00, -0.05], [-0.25, 0.20, 0.24], [1.16, 0.09, 1.09], [-0.41, -0.38, -0.28], [0.16, -0.09, -0.09], [0.00, 0.03, 0.02], [0.16, -0.15, 0.02], [0.02, 0.13, 0.01], [1.64, 1.15, 0.18], [0.05, 0.13, 0.18], [0.01, 0.04, 0.02], [0.01, 0.03, -0.07], [0.02, -0.10, -0.08], [0.20, 0.23, 0.27], [-0.03, 0.00, -0.01], [0.03, 0.07, 0.11], [-0.03, -0.03, 0.06], [0.48, -0.15, -0.24], [-0.19, -1.26, 0.07], [-0.01, -0.01, -0.02], [1.29, 0.81, -0.74], [0.18, -0.01, 0.04], [-0.06, 0.04, 0.03], [-0.07, -0.33, -0.40], [0.23, -0.40, -0.25], [0.47, 0.14, 0.01], [-0.24, -0.15, -0.30], [0.03, 0.10, -0.03], [0.04, -0.03, 0.01], [-0.30, 0.31, -0.06], [1.82, 0.18, 0.78], [0.12, 0.04, -0.07], [-0.14, -0.06, 0.07], [0.06, 0.03, -0.08], [0.22, -0.19, -0.50], [0.03, -0.10, 0.17], [0.01, -0.12, 0.53], [0.40, -0.52, 2.06], [0.03, -0.44, -0.07], [0.32, 0.37, -0.22], [-0.11, -0.07, 0.01], [-0.03, -0.16, 0.03], [0.10, 0.26, 0.08], [0.13, 0.02, -0.11], [-0.05, -0.12, -0.09], [0.02, -0.18, 0.14], [-0.63, 0.49, -0.77], [-0.05, 0.00, 0.01], [0.47, -0.15, 0.23], [-0.57, -0.22, -1.07], [-0.08, 0.16, -1.68], [-0.03, -0.02, -0.03], [-0.19, -0.43, 0.12], [-0.06, 0.10, -0.10], [-0.05, 0.35, -0.09], [0.11, 0.50, 0.10], [-0.30, 0.01, 1.36], [-0.02, 0.02, 0.02], [-0.04, 0.05, 0.01], [-0.14, -0.02, -0.01], [0.26, 0.28, -0.92], [0.54, -0.38, 0.47], [1.55, 0.23, 0.49], [-0.43, 0.18, -0.50], [-1.38, -0.91, -1.75], [0.14, 0.11, -0.44], [0.16, -0.05, -0.36], [0.03, -0.06, 0.06], [0.01, -0.08, -0.08], [1.23, -0.68, -0.80], [-1.68, -0.93, 1.13], [2.25, -0.96, -1.86], [-0.03, 0.05, -0.02], [-0.83, -1.21, 0.53], [0.07, -0.18, 0.00], [-0.05, 0.03, -0.05], [0.00, -0.09, 0.05], [0.13, -0.04, 0.04], [0.12, -0.11, -0.02], [-0.32, 0.17, -0.19], [0.17, 0.41, 0.46], [0.06, -0.13, 0.04], [-1.10, -0.49, -0.43], [-0.23, 1.90, -0.98], [-0.04, 0.15, -0.01], [0.53, -0.26, -0.46], [-0.79, 0.29, 0.67], [-0.01, 0.14, 0.02], [-0.06, 0.02, -0.04], [0.23, 0.28, -0.28], [0.11, -0.01, -0.07], [0.00, -0.02, -0.02], [0.03, 0.05, 0.11], [0.20, 0.40, 0.63], [-2.42, 0.17, -0.86], [-0.05, -0.11, 0.24], [-1.37, 1.06, 2.35], [0.29, -0.41, 0.16], [0.43, 0.28, 0.72], [-0.03, 0.04, 0.06], [-0.10, -0.01, -0.04], [-0.74, -0.37, 0.13], [0.11, 0.00, 0.18], [0.43, -0.10, 0.08], [0.01, -0.10, -0.05], [-0.42, -0.01, -0.13], [-1.32, -1.33, -0.18], [-0.02, -0.03, -0.09], [-0.17, 0.07, -0.05], [0.04, 0.04, -0.04], [-0.03, 0.21, 0.10], [-0.06, 0.08, -0.18], [0.44, 0.46, 0.70], [0.05, -0.04, 0.07], [-0.24, 1.43, -0.78], [-0.11, -0.26, -0.04], [-0.32, 0.01, 0.03], [-0.24, 0.14, -0.99], [-0.15, -0.03, 0.14], [1.59, -2.13, -1.36], [-0.25, -0.01, 0.04], [-0.14, 0.27, -0.16], [-0.49, -0.36, -1.09], [-0.05, -0.07, -0.18], [-0.37, 0.10, 0.20], [-0.52, -0.22, -0.02], [-0.30, -0.09, 0.21], [-0.01, -0.03, -0.05], [-1.90, 0.35, 0.88], [-0.02, -0.03, 0.01], [-0.02, 0.07, 0.16], [0.03, -0.07, 0.07], [-0.87, -0.69, -0.53], [0.03, 0.29, 0.02], [-0.61, 0.34, 1.08], [-0.98, -0.37, -0.19], [0.04, 0.05, -0.13], [0.16, 0.01, -0.02]]}


Record 2
{"formula": "C29H26BCl7N11O3Ta", "method": "wB97M-V/def2-TZVPD", "e_homo_ha": [-0.3789, -0.3857], "s2": 0.76, "spin_multiplicity": 2, "homo_lumo_gap_ev": [7.55, 7.60], "charge": 1, "symbols": ["C", "C", "C", "C", "Cl", "B", "H", "H", "H", "Cl", "H", "C", "N", "Cl", "C", "H", "C", "C", "C", "C", "H", "Ta", "H", "C", "N", "H", "N", "H", "H", "C", "O", "H", "Cl", "N", "C", "O", "H", "H", "N", "C", "H", "H", "C", "H", "Cl", "C", "C", "H", "H", "N", "C", "N", "H", "C", "H", "H", "H", "C", "C", "H", "C", "C", "C", "N", "C", "C", "Cl", "C", "H", "N", "C", "H", "O", "Cl", "C", "H", "N", "N"], "xyz": [[-0.664308, 2.958956, -3.232432], [2.286700, 0.630041, -5.408084], [2.352440, -0.072763, 4.707213], [0.490213, -3.716967, -0.069137], [3.718665, -2.183384, 0.969652], [2.272262, -0.064564, -2.921477], [-4.407670, 1.742303, -0.084513], [0.067778, 3.394332, -3.881739], [4.785323, 1.377371, -2.941261], [4.598117, -0.659480, 6.079783], [1.931611, -4.728109, -2.416100], [5.640812, -0.444750, -6.437499], [-0.407796, 2.324608, 0.454104], [-0.120317, 1.582506, -2.150619], [3.599463, -0.696022, 4.689321], [-4.135132, 0.293998, -1.028342], [1.531723, -0.129218, 3.583480], [-1.510905, 0.732523, -1.666618], [1.143001, -3.039777, -1.225178], [3.225131, 0.556139, -6.401977], [5.979110, -1.425335, -6.107300], [0.625114, 0.051393, -0.253435], [-3.412794, 0.485921, 0.587827], [4.328633, -0.101301, -5.812422], [1.934400, -1.493058, -2.523810], [3.035050, 1.499028, 2.047118], [0.238736, 2.257670, -0.818224], [1.287846, 1.033162, -5.403110], [1.911972, 2.657661, 1.315547], [4.334419, 2.178068, -0.896951], [1.156552, -0.860039, 1.357890], [-4.151385, 4.972558, 0.237390], [1.823925, 0.765451, 6.103677], [0.865311, 0.749817, -2.810004], [-2.586351, -1.382720, -1.695580], [-3.466335, -1.949117, -2.263570], [5.560816, -0.450105, -7.522887], [2.906959, -2.664190, -3.960786], [1.205396, -1.703641, -1.403447], [-3.661148, 0.995565, -0.340783], [-0.511697, -4.062747, -0.329460], [-3.651245, 2.068504, -2.722872], [2.939384, 2.283815, 1.296698], [-2.869446, -2.350747, 0.033072], [5.568328, -2.105547, 3.495309], [-2.445949, 1.714140, -0.968653], [3.203847, -1.408296, 2.417076], [-1.821464, -0.340816, 0.992354], [0.451178, -3.074765, 0.806531], [2.622944, 0.769643, -0.638369], [1.814509, -3.668412, -2.271136], [2.812740, 0.041541, -4.306115], [5.064858, 2.943872, -0.703967], [4.214944, 1.398247, -2.027605], [3.135830, 0.908826, -7.414939], [-2.310924, 4.043455, -3.622180], [3.603067, 3.097849, 1.579562], [2.302472, -2.653126, -3.069168], [-1.765318, 2.544152, 0.094448], [6.406220, 0.282043, -6.162057], [1.947858, -0.806495, 2.443135], [-2.990732, 2.659330, -2.074787], [-1.936957, 3.222854, -3.008945], [3.191864, 0.549438, -1.859415], [-3.566943, 4.192227, -0.231129], [-3.830217, 3.767074, -1.467063], [-1.737961, 4.677637, 1.712712], [3.301863, 1.772921, -0.053651], [-0.942952, -1.719948, 1.075631], [4.074333, -0.406247, -4.549975], [4.028941, -1.357168, 3.535809], [1.076977, -4.590347, 0.210697], [-1.860549, -0.410388, -2.343659], [0.013526, 0.681238, 3.549676], [-2.405790, 3.662340, 0.481537], [-4.653458, 4.170723, -2.041688], [-2.222517, -1.717378, -0.412735], [-1.323952, -1.031642, 0.429246]], "forces_ev_per_a": [[-0.18, -1.22, 0.83], [0.01, -0.03, -0.02], [-0.05, 0.00, -0.01], [-0.04, -0.01, 0.01], [-0.03, -0.02, 0.00], [0.03, 0.36, 0.00], [0.02, 0.02, 0.03], [0.24, 0.13, -0.17], [-0.01, 0.00, -0.01], [0.02, 0.02, 0.00], [0.02, 0.00, 0.01], [0.01, 0.01, 0.00], [-0.56, -2.52, -1.15], [-2.33, 0.41, -1.81], [0.00, -0.05, -0.06], [0.00, 0.05, -0.02], [0.01, 0.00, 0.10], [2.50, -0.86, 2.78], [0.05, 0.05, -0.13], [-0.01, 0.00, 0.00], [0.00, 0.00, 0.01], [-1.48, 1.72, 0.18], [-0.01, -0.01, 0.00], [-0.01, -0.06, -0.01], [-0.25, 0.05, -0.23], [0.02, 0.01, 0.01], [3.31, 0.59, 0.75], [0.00, 0.00, 0.00], [0.00, -0.04, -0.01], [0.04, 0.01, 0.04], [-0.09, 0.08, 0.47], [0.01, 0.01, 0.00], [0.00, 0.00, 0.01], [0.10, -0.36, -0.03], [0.17, -0.07, 0.08], [0.08, -0.11, -0.04], [0.00, -0.01, 0.00], [-0.03, 0.00, -0.02], [0.09, -0.48, 0.22], [-0.02, -0.08, -0.10], [-0.01, 0.04, 0.01], [0.02, -0.07, 0.03], [-0.02, 0.08, 0.00], [-0.06, 0.06, 0.00], [0.00, 0.00, -0.01], [-1.14, -0.16, -1.10], [0.03, -0.01, 0.01], [0.01, -0.02, 0.05], [0.05, -0.01, 0.02], [0.27, 0.31, 0.17], [0.03, -0.05, 0.01], [-0.06, 0.24, 0.06], [0.02, -0.02, 0.01], [0.00, -0.04, -0.04], [0.00, 0.01, 0.00], [-0.03, -0.01, 0.04], [0.00, 0.01, -0.02], [-0.01, 0.00, 0.09], [0.09, 1.18, 0.34], [0.00, 0.01, -0.01], [0.10, 0.04, -0.15], [-0.06, -0.25, -0.01], [-0.40, 0.98, -0.50], [-0.13, 0.34, -0.07], [-0.08, -0.15, -0.10], [0.18, 0.06, 0.10], [-0.03, -0.04, -0.05], [0.07, -0.31, 0.10], [-0.03, 0.02, 0.02], [-0.02, -0.06, 0.01], [-0.02, 0.02, 0.07], [-0.01, -0.02, -0.03], [-0.71, 0.69, -0.90], [-0.05, -0.06, -0.02], [0.20, -0.11, 0.12], [0.04, 0.04, -0.03], [0.12, 0.06, -0.12], [0.04, -0.39, 0.21]]}


Total energy: -9364.5524; -5251.4114 (Eh)